10
Properties=species:S:1:pos:R:3 method="wB97M-V/def2-TZVPD" relative_energy_kj_mol=686.2 spin_multiplicity=1 e_lumo_ev="-2.6 / -2.5" e_tot_ha=-773.485852
C -1.8908 0.3368 0.0920
C -0.5844 -0.3126 0.0654
C -1.2993 1.5271 -0.1255
N -0.0643 1.8836 -0.2207
N 0.3346 0.6255 -0.2235
O 2.7147 -0.4407 1.2215
O 1.5746 -1.6449 -0.5499
S 2.2943 -0.4300 -0.1616
H -2.8373 -0.1887 0.1215
H -0.2421 -1.3562 -0.2191